No. 1
Here is a single C21H21N3O3S molecule at a distorted geometry from the OMol25 dataset. Energies are from the ωB97M-V functional and the def2-TZVPD basis.

Last column: natural (NBO) charge in e.
CARTESIAN COORDINATES (ANGSTROEM)
S: -0.21 2.13 -1.22  0.412
O: 5.21 -0.77 0.87  -0.537
O: -3.37 1.86 -1.26  -0.468
O: -6.27 0.47 0.23  -0.395
N: -3.32 -0.35 -0.63  -0.535
N: 2.41 1.53 -0.95  -0.441
N: -1.30 -1.49 -0.21  -0.476
C: 1.16 1.10 -0.87  0.064
C: -4.79 1.74 -1.23  -0.111
C: -2.68 0.77 -0.92  0.556
C: 5.12 1.46 1.71  -0.626
C: 5.53 0.58 0.53  0.280
C: -3.82 -3.34 -1.31  -0.593
C: -6.54 0.32 1.54  0.081
C: -1.29 0.81 -0.88  -0.318
C: 4.79 1.06 -0.74  -0.476
C: 0.79 -0.21 -0.50  -0.089
C: -5.75 1.13 2.29  -0.310
C: 3.36 0.65 -0.67  0.255
C: 3.10 -0.67 -0.28  -0.111
C: -4.94 1.84 1.37  -0.307
C: -3.39 -2.67 0.00  -0.437
C: -5.30 1.40 0.13  0.259
C: 1.80 -1.11 -0.19  -0.122
C: -0.63 -0.37 -0.51  0.195
C: -2.61 -1.43 -0.29  0.444
C: 4.33 -1.48 0.03  -0.080
C: 7.04 0.66 0.31  -0.620
H: 7.56 0.36 1.21  0.218
H: -7.31 -0.38 1.81  0.203
H: 5.56 1.06 2.62  0.219
H: 4.04 1.46 1.82  0.215
H: 5.45 2.48 1.57  0.207
H: -4.39 -4.24 -1.10  0.210
H: 4.88 2.14 -0.85  0.243
H: -2.94 -3.61 -1.90  0.207
H: -2.77 -3.35 0.58  0.221
H: -4.18 2.57 1.59  0.230
H: 7.34 0.00 -0.50  0.210
H: -4.28 -2.40 0.58  0.220
H: 7.33 1.68 0.05  0.208
H: 4.83 -1.76 -0.91  0.171
H: -4.43 -2.65 -1.89  0.211
H: 4.08 -2.39 0.58  0.204
H: -5.74 1.22 3.36  0.229
H: 1.55 -2.12 0.11  0.232
H: -5.15 2.73 -1.56  0.214
H: 5.24 0.58 -1.62  0.224
H: -5.12 0.97 -1.93  0.213

As for the LUMO energy: 0.2 eV. As for the highest occupied orbital energy: -8.5 eV. As for the energy above the lowest of the compared OMol25 structures with the same formula, charge and spin: 44.1 kcal/mol. Its spin multiplicity is 1. The calculation puts the orbital gap at 8.7 eV.

No. 2
Here is a single C21H21N3O6S2 molecule at a distorted geometry from the OMol25 dataset. Energies are from the ωB97M-V functional and the def2-TZVPD basis.

Last column: natural (NBO) charge in e.
CARTESIAN COORDINATES (ANGSTROEM)
S: -0.74 -1.02 7.01  2.316
S: -1.74 -0.87 -3.21  2.332
O: -0.12 -2.31 7.01  -0.929
O: -3.14 -0.65 -3.04  -0.907
O: 1.75 -1.59 -3.45  -0.388
O: -1.44 -0.57 8.17  -0.936
O: 1.15 4.27 -3.05  -0.489
O: -1.29 -1.66 -4.32  -0.933
N: -1.86 -0.92 5.77  -0.854
N: -1.59 -1.26 -0.62  -0.215
N: -1.19 -1.66 -1.84  -0.512
C: 0.25 -2.64 -0.27  -0.459
C: 1.20 -1.40 -2.24  0.259
C: 1.74 -0.29 -1.65  -0.316
C: 1.97 4.71 -4.11  -0.254
C: 2.64 -0.61 -3.65  0.083
C: -2.18 -0.78 2.12  -0.136
C: 0.60 2.24 -4.28  -0.262
C: -0.52 -1.91 4.03  -0.223
C: -0.88 0.69 -3.21  -0.365
C: -1.09 -1.56 1.71  -0.122
C: -0.30 2.72 -2.09  -0.249
C: 0.13 -2.33 -1.77  -0.101
C: -1.00 1.53 -2.11  -0.176
C: -2.43 -0.56 3.45  -0.250
C: -0.28 -2.12 2.69  -0.185
C: -1.60 -1.13 4.43  0.142
C: -0.86 -1.77 0.30  0.208
C: 0.50 0.22 6.55  -0.871
C: -0.09 1.04 -4.29  -0.178
C: 0.51 3.08 -3.18  0.316
C: 2.68 0.23 -2.57  -0.300
H: 0.04 -3.69 -0.06  0.237
H: 1.23 -2.39 0.12  0.237
H: -0.36 3.39 -1.25  0.228
H: 1.40 4.85 -5.03  0.181
H: 3.19 -0.61 -4.57  0.206
H: -2.65 -0.35 6.00  0.423
H: 2.37 5.67 -3.78  0.204
H: -1.62 1.22 -1.29  0.245
H: 1.32 0.13 7.24  0.254
H: 2.80 4.01 -4.29  0.176
H: 0.83 0.01 5.54  0.245
H: 1.21 2.50 -5.13  0.216
H: -3.28 0.04 3.76  0.214
H: 1.49 0.12 -0.69  0.233
H: 0.10 -3.20 -2.42  0.249
H: 3.30 1.09 -2.44  0.228
H: 0.56 -2.74 2.40  0.214
H: -0.03 0.36 -5.13  0.247
H: 0.04 1.20 6.62  0.243
H: -2.82 -0.35 1.36  0.238
H: 0.10 -2.38 4.78  0.237

As for the LUMO energy: 0.3 eV. As for the highest occupied orbital energy: -8.1 eV. As for the energy above the lowest of the compared OMol25 structures with the same formula, charge and spin: 41.1 kcal/mol. Its spin multiplicity is 1. The calculation puts the orbital gap at 8.4 eV.

No. 3
Here is C21H21N5O11PtSeSi as an isolated structure at a distorted geometry from the OMol25 dataset. Energies are from the ωB97M-V functional and the def2-TZVPD basis.

Last column: natural (NBO) charge in e.
CARTESIAN COORDINATES (ANGSTROEM)
Pt: -0.97 -0.17 0.30  0.885
Se: -2.21 -2.21 -0.31  -0.710
Si: -2.81 -2.69 -2.46  1.406
O: -3.60 0.00 5.58  -0.700
O: -2.92 0.71 1.26  -0.695
O: -2.26 -1.41 6.64  -0.654
O: 1.80 1.82 3.07  -0.430
O: 0.22 1.21 1.72  -0.427
O: 1.21 -0.79 0.04  -0.631
O: 6.78 1.85 -0.48  -0.440
O: 1.93 -1.30 -2.45  -0.352
O: 4.08 -1.36 -2.68  -0.453
O: -3.89 0.89 3.24  -0.732
O: 6.07 2.79 1.34  -0.435
N: 3.06 -0.99 -2.07  0.508
N: 1.46 1.34 1.97  0.492
N: -1.08 -1.03 2.27  -0.251
N: -0.29 -1.80 3.00  -0.304
N: 5.90 2.04 0.37  0.521
C: 2.12 3.02 -1.72  -0.245
C: -3.02 0.44 2.47  0.760
C: -0.03 1.99 -1.29  -0.032
C: -0.97 0.88 -1.47  -0.651
C: 4.67 1.38 0.24  -0.109
C: -2.30 -4.53 -2.70  -1.107
C: -0.31 3.04 -0.39  -0.208
C: -4.73 -2.58 -2.50  -1.107
C: -0.67 -1.80 4.28  0.005
C: 3.67 1.61 1.17  -0.055
C: 0.63 4.02 -0.14  -0.225
C: -2.00 -0.52 3.06  0.074
C: 1.20 2.02 -1.96  -0.188
C: -2.57 -0.80 5.63  0.786
C: 4.45 0.52 -0.84  -0.092
C: 3.23 -0.13 -0.97  -0.097
C: -1.79 -0.99 4.38  -0.263
C: 2.17 0.01 0.01  0.487
C: -2.06 -1.64 -3.86  -1.114
C: 1.85 4.01 -0.80  -0.262
C: 2.42 1.00 1.04  -0.104
H: 5.22 0.35 -1.56  0.265
H: -1.26 3.03 0.13  0.228
H: 3.07 3.01 -2.24  0.200
H: -2.77 -5.01 -3.55  0.203
H: 3.83 2.30 1.99  0.268
H: 0.48 -2.29 2.55  0.429
H: -2.57 -5.08 -1.80  0.231
H: 0.42 4.78 0.60  0.201
H: -2.01 1.24 -1.56  0.203
H: -5.11 -3.00 -1.58  0.235
H: -0.15 -2.35 5.04  0.226
H: 1.42 1.23 -2.66  0.204
H: -0.69 0.26 -2.32  0.195
H: 2.58 4.79 -0.59  0.198
H: -2.26 -2.05 -4.84  0.212
H: -5.05 -1.55 -2.54  0.229
H: -2.46 -0.63 -3.83  0.234
H: -3.76 0.42 4.63  0.507
H: -1.22 -4.60 -2.81  0.231
H: -0.99 -1.57 -3.73  0.247
H: -5.18 -3.12 -3.33  0.201

As for the LUMO energy (spin up / spin down): 3.5 / 3.4 eV. As for the highest occupied orbital energy (spin up / spin down): -0.9 / -0.6 eV. As for the total charge: -2. Its spin multiplicity is 1. The calculation puts the orbital gap (spin up / spin down) at 4.4 / 4.0 eV.

No. 4
Here is C21H21N5OSiTi as an isolated structure from the OMol25 dataset. Energies are from the ωB97M-V functional and the def2-TZVPD basis.

Last column: Löwdin spin population.
CARTESIAN COORDINATES (ANGSTROEM)
Ti: -0.93 0.23 -1.03  0.961
Si: -2.38 -0.66 1.82  -0.002
O: -2.11 -0.22 0.21  -0.018
N: 1.59 -2.07 -1.01  0.000
N: 0.97 0.19 -0.47  0.010
N: -0.63 2.33 -1.17  0.008
N: 1.33 2.47 0.23  0.000
N: -0.41 -1.45 -2.23  0.009
C: -1.34 -1.82 -3.13  0.005
C: -1.41 -3.07 -3.69  0.001
C: -0.88 -0.07 2.76  0.000
C: 1.66 1.23 0.15  0.006
C: 0.24 3.03 -0.40  0.003
C: 0.07 4.41 -0.22  0.001
C: -0.96 5.07 -0.84  0.000
C: 0.51 -3.64 -2.39  0.001
C: -2.54 -2.50 1.87  0.000
C: 3.91 1.31 1.44  0.000
C: -1.83 4.36 -1.66  0.001
C: -3.94 0.19 2.37  -0.001
C: 0.54 -2.35 -1.87  0.003
C: 5.00 0.52 1.80  0.000
C: 4.07 -1.42 0.69  0.000
C: -0.45 -4.01 -3.30  0.000
C: -1.63 3.01 -1.79  0.004
C: 5.07 -0.82 1.43  0.000
C: 1.78 -0.94 -0.44  0.005
C: 2.91 0.70 0.71  0.000
C: 2.99 -0.63 0.34  0.000
H: -2.30 2.42 -2.40  0.001
H: -0.97 -0.28 3.83  0.000
H: 0.02 -0.57 2.40  0.000
H: -3.84 1.28 2.29  0.000
H: -2.08 -1.07 -3.39  0.001
H: -2.65 4.83 -2.17  0.000
H: -1.09 6.14 -0.69  0.000
H: 1.28 -4.32 -2.06  0.000
H: -0.75 1.01 2.65  0.000
H: -4.17 -0.05 3.41  0.000
H: -3.38 -2.84 1.27  0.000
H: -1.63 -2.98 1.50  0.000
H: 0.79 4.91 0.42  0.000
H: 5.94 -1.40 1.73  0.000
H: 3.84 2.36 1.71  0.000
H: -4.78 -0.12 1.76  0.000
H: 4.12 -2.46 0.39  0.000
H: -2.70 -2.85 2.89  0.000
H: -0.48 -5.01 -3.70  0.000
H: -2.19 -3.30 -4.40  0.000
H: 5.80 0.96 2.38  0.000

As for the LUMO energy (spin up / spin down): -3.9 / -3.9 eV. As for the highest occupied orbital energy (spin up / spin down): -11.5 / -11.5 eV. Its expectation value of S² is 0.752. As for the energy above the lowest of the compared OMol25 structures with the same formula, charge and spin: 0.1 kcal/mol. As for the total charge: +1. Its spin multiplicity is 2. The calculation puts the orbital gap (spin up / spin down) at 7.6 / 7.6 eV.

No. 5
Here is a single C21H21N7O molecule at a distorted geometry from the OMol25 dataset. Energies are from the ωB97M-V functional and the def2-TZVPD basis.

Last column: natural (NBO) charge in e.
CARTESIAN COORDINATES (ANGSTROEM)
O: 2.13 -2.49 2.07  -0.673
N: -0.52 -2.57 1.11  -0.792
N: -1.12 -0.26 0.47  -0.247
N: -0.66 2.20 0.08  -0.406
N: 1.70 1.73 1.32  -0.474
N: 3.08 -0.44 2.58  -0.626
N: -5.35 1.15 -1.24  -0.395
N: -2.21 -0.55 -0.33  -0.256
C: -6.48 1.09 -1.96  0.033
C: 6.69 -1.28 2.76  -0.615
C: 2.14 -1.27 2.01  0.688
C: -0.06 4.39 -0.38  -0.166
C: 0.93 5.41 -0.42  -0.235
C: -4.50 0.06 -1.19  0.116
C: -0.27 -1.19 1.06  0.476
C: -3.28 0.22 -0.34  0.100
C: -5.98 -1.04 -2.91  -0.183
C: 5.17 -0.22 0.95  -0.615
C: 5.43 -0.38 2.44  -0.209
C: 4.21 -0.90 3.28  -0.229
C: 0.90 -0.66 1.44  -0.339
C: -6.79 0.06 -2.85  -0.235
C: 2.39 3.92 0.81  -0.191
C: 0.85 0.67 1.07  0.200
C: 2.19 5.12 0.14  -0.220
C: 0.24 3.15 0.22  0.045
C: -4.77 -1.04 -2.15  -0.193
C: -0.45 0.96 0.46  0.337
C: 1.38 2.92 0.79  0.169
H: 4.08 -2.03 3.50  0.233
H: 0.61 6.44 -0.71  0.224
H: -7.70 0.13 -3.45  0.225
H: 6.55 -2.36 2.63  0.210
H: -6.23 -1.90 -3.54  0.227
H: 0.19 -3.13 1.51  0.442
H: -1.12 4.40 -0.71  0.232
H: -1.36 -2.97 0.73  0.407
H: 4.46 0.63 0.85  0.218
H: 3.34 3.71 1.23  0.212
H: -3.98 -1.73 -2.24  0.225
H: 4.32 -0.33 4.22  0.198
H: 6.99 -1.20 3.84  0.205
H: -7.14 1.85 -1.69  0.200
H: 3.06 5.75 0.14  0.217
H: 7.55 -0.86 2.10  0.206
H: 5.99 0.14 0.31  0.212
H: -3.34 1.06 0.41  0.209
H: 2.80 0.54 2.70  0.436
H: 5.63 0.65 2.79  0.186
H: 4.75 -1.08 0.58  0.204

As for the LUMO energy: -0.6 eV. As for the highest occupied orbital energy: -7.8 eV. As for the energy above the lowest of the compared OMol25 structures with the same formula, charge and spin: 18.6 kcal/mol. Its spin multiplicity is 1. The calculation puts the orbital gap at 7.2 eV.